{
  "formula": "C30H60O30",
  "method": "wB97M-V/def2-TZVPD",
  "elements": ["C", "O", "C", "O", "O", "C", "H", "H", "H", "H", "H", "H", "C", "O", "C", "O", "O", "C", "H", "H", "H", "H", "H", "H", "C", "O", "C", "O", "O", "C", "H", "H", "H", "H", "H", "H", "C", "O", "C", "O", "O", "C", "H", "H", "H", "H", "H", "H", "C", "O", "C", "O", "O", "C", "H", "H", "H", "H", "H", "H", "C", "O", "C", "O", "O", "C", "H", "H", "H", "H", "H", "H", "C", "O", "C", "O", "O", "C", "H", "H", "H", "H", "H", "H", "C", "O", "C", "O", "O", "C", "H", "H", "H", "H", "H", "H", "C", "O", "C", "O", "O", "C", "H", "H", "H", "H", "H", "H", "C", "O", "C", "O", "O", "C", "H", "H", "H", "H", "H", "H"],
  "xyz": [[25.276000, 34.491000, 43.013000], [24.899000, 33.611000, 44.014000], [23.597000, 33.229000, 44.050000], [22.945000, 33.563000, 43.147000], [23.211000, 32.477000, 45.171000], [21.867000, 32.172000, 45.341000], [26.370000, 34.603000, 43.017000], [24.925000, 35.446000, 43.054000], [24.806000, 34.226000, 41.989000], [21.663000, 31.820000, 46.245000], [21.485000, 31.605000, 44.611000], [21.206000, 32.997000, 45.411000], [17.797000, 34.748000, 38.226000], [17.954000, 36.075000, 38.726000], [17.386000, 36.420000, 39.925000], [16.535000, 35.757000, 40.597000], [17.788000, 37.574000, 40.318000], [17.278000, 38.245000, 41.449000], [17.213000, 34.551000, 37.530000], [17.901000, 34.204000, 39.012000], [18.761000, 34.577000, 37.522000], [17.363000, 37.546000, 42.218000], [16.443000, 38.640000, 41.338000], [17.995000, 39.132000, 41.876000], [15.902000, 27.586000, 44.716000], [15.151000, 28.671000, 44.250000], [15.612000, 29.430000, 43.272000], [16.669000, 29.276000, 42.660000], [14.974000, 30.617000, 43.066000], [15.096000, 31.398000, 41.911000], [16.987000, 27.621000, 44.342000], [15.562000, 26.545000, 44.121000], [15.906000, 27.539000, 45.848000], [15.200000, 30.702000, 41.064000], [15.909000, 32.268000, 41.955000], [14.253000, 32.195000, 41.663000], [23.033000, 28.467000, 38.712000], [22.381000, 29.391000, 39.511000], [21.006000, 29.295000, 39.691000], [20.334000, 28.399000, 39.197000], [20.527000, 30.318000, 40.378000], [19.075000, 30.362000, 40.671000], [24.022000, 28.646000, 38.927000], [22.616000, 28.323000, 37.688000], [22.974000, 27.354000, 39.095000], [18.973000, 30.971000, 41.591000], [18.427000, 29.330000, 40.574000], [18.651000, 30.969000, 39.798000], [17.818000, 34.513000, 49.009000], [18.417000, 33.310000, 49.385000], [17.973000, 32.566000, 50.420000], [16.951000, 32.887000, 51.136000], [18.688000, 31.456000, 50.716000], [18.364000, 30.777000, 51.965000], [18.523000, 35.235000, 48.798000], [17.282000, 35.027000, 49.939000], [17.077000, 34.407000, 48.272000], [17.302000, 30.596000, 52.041000], [18.569000, 31.389000, 52.840000], [18.963000, 29.974000, 52.146000], [10.836000, 32.613000, 44.577000], [11.344000, 33.613000, 43.851000], [12.621000, 34.035000, 44.006000], [13.048000, 33.951000, 45.097000], [13.267000, 34.615000, 42.944000], [14.575000, 35.082000, 42.903000], [11.130000, 32.693000, 45.642000], [11.384000, 31.565000, 44.221000], [9.788000, 32.763000, 44.422000], [15.280000, 34.394000, 42.453000], [15.125000, 35.470000, 43.690000], [14.547000, 36.046000, 42.092000], [21.400000, 28.337000, 50.790000], [21.226000, 29.161000, 49.581000], [20.122000, 28.999000, 48.828000], [19.047000, 28.555000, 49.285000], [20.224000, 29.811000, 47.758000], [19.101000, 30.142000, 46.945000], [21.235000, 27.236000, 50.418000], [20.900000, 28.665000, 51.509000], [22.416000, 28.307000, 51.045000], [19.515000, 30.693000, 46.327000], [18.358000, 30.895000, 47.415000], [18.536000, 29.183000, 46.773000], [19.024000, 35.876000, 45.622000], [20.310000, 35.557000, 46.194000], [21.148000, 36.493000, 46.403000], [21.228000, 37.599000, 45.800000], [22.188000, 36.304000, 47.333000], [22.993000, 37.614000, 47.574000], [18.532000, 34.932000, 45.479000], [19.031000, 36.320000, 44.508000], [18.388000, 36.682000, 46.100000], [23.785000, 37.586000, 46.737000], [23.584000, 37.466000, 48.502000], [22.458000, 38.632000, 47.661000], [21.861000, 35.056000, 37.831000], [21.230000, 35.855000, 38.772000], [21.725000, 36.184000, 39.861000], [22.871000, 35.978000, 40.101000], [20.859000, 36.670000, 40.784000], [21.401000, 37.110000, 42.045000], [21.242000, 34.420000, 37.342000], [22.444000, 34.162000, 38.252000], [22.284000, 35.502000, 36.928000], [22.174000, 37.903000, 41.751000], [21.830000, 36.079000, 42.447000], [20.691000, 37.714000, 42.687000], [19.484000, 33.910000, 41.972000], [18.232000, 33.809000, 42.523000], [17.984000, 33.074000, 43.623000], [18.771000, 32.343000, 44.097000], [16.818000, 33.265000, 44.118000], [16.374000, 32.384000, 45.077000], [19.346000, 34.796000, 41.271000], [19.847000, 33.006000, 41.270000], [20.013000, 34.310000, 42.947000], [16.857000, 32.888000, 45.990000], [16.440000, 31.232000, 44.835000], [15.272000, 32.419000, 45.278000]],
  "atomic_forces_ev_per_a": [[0.56, -1.66, -3.44], [-0.14, -1.58, 3.07], [1.71, -0.63, 2.15], [-3.82, 0.39, -2.12], [3.03, 1.73, -1.51], [0.25, 3.12, -1.22], [-0.40, -0.68, -0.12], [-1.44, 2.81, 1.24], [1.32, -0.28, 1.41], [0.29, -2.44, 3.98], [-1.18, -2.47, -2.81], [-0.28, 1.79, -0.66], [8.64, 4.47, 0.06], [-0.94, 1.58, 0.97], [-3.41, -3.32, 1.30], [2.76, 1.29, -2.60], [1.84, 2.39, -1.61], [9.19, -1.24, 2.30], [-6.97, -1.11, -5.28], [-0.04, -4.39, 4.45], [-1.31, 0.49, 2.00], [-0.70, -1.08, 1.59], [-7.82, 3.07, -1.32], [-1.19, -2.10, -1.89], [2.16, -3.55, -1.59], [-1.45, 1.58, -0.20], [3.64, 1.91, -2.26], [-1.51, -1.01, 0.80], [-2.38, -0.87, 2.43], [0.85, 3.04, -2.01], [-1.48, 0.48, 0.71], [0.35, 2.71, 2.08], [-0.48, -0.01, -1.57], [0.30, 0.74, 0.05], [-0.70, -2.60, 0.10], [0.57, -2.48, 1.20], [-2.20, -4.40, 0.03], [-2.74, 1.40, 1.42], [-0.03, -1.66, -1.72], [1.04, 1.08, 0.73], [-0.15, -0.36, 0.69], [-1.50, -0.62, -2.31], [2.46, 0.86, -0.79], [0.76, 0.93, 0.51], [-0.51, 1.89, -0.17], [0.03, -0.98, -0.40], [2.35, 2.41, 0.85], [0.44, -0.60, 1.21], [-2.71, 1.12, 4.40], [1.21, -2.51, 0.65], [-4.29, 1.21, 3.70], [3.91, -0.96, -3.03], [0.31, 0.96, -0.75], [-1.86, 3.14, 0.14], [1.97, 0.98, -1.03], [0.79, -1.41, -1.72], [-0.78, -0.40, -1.14], [-0.16, -0.46, -0.38], [0.09, 0.82, -0.22], [1.53, -2.52, -0.70], [1.87, -3.91, 1.70], [1.98, 3.65, -4.98], [-0.19, 0.47, -0.18], [2.56, -0.06, 2.31], [-3.28, -1.53, 0.63], [0.72, 2.87, -4.50], [-0.46, 0.06, -0.36], [-2.05, 2.22, 0.71], [-0.71, -1.04, 0.15], [-0.39, -0.48, -0.30], [-0.08, 0.55, 2.61], [-0.02, -2.77, 2.18], [2.83, -4.94, -8.69], [0.74, -0.74, -0.17], [-3.40, 2.09, 2.75], [2.70, -0.03, -1.83], [1.03, -0.93, 1.11], [-5.37, -4.57, 7.36], [-0.41, 1.98, 1.31], [-4.86, 2.45, 5.96], [1.60, 0.66, 0.03], [3.44, 4.19, -7.27], [1.06, -1.40, 0.19], [0.59, 1.29, -0.79], [-0.65, 2.06, -3.15], [-1.53, -1.40, 0.58], [4.74, 6.51, -0.61], [-1.78, -2.96, 0.83], [-1.62, 1.13, -0.07], [1.10, -0.75, -1.10], [-0.30, -0.32, 0.59], [0.92, -0.98, 2.25], [1.14, -1.25, 0.41], [-1.53, 0.52, 1.13], [-0.82, -0.44, -0.41], [0.30, -2.18, -0.54], [2.99, -1.91, 0.43], [-4.66, -0.21, -4.05], [2.15, 0.41, 4.44], [2.35, 0.19, 1.08], [-1.63, 0.49, -1.43], [2.16, -0.56, -0.41], [-3.63, -1.32, -1.08], [0.34, 2.13, 0.06], [0.83, 0.94, 0.95], [-0.42, -1.49, 0.88], [-0.54, 2.78, 0.14], [0.18, -1.50, -0.92], [2.08, 1.50, -0.30], [-4.46, -0.66, 0.57], [1.56, 0.65, -1.98], [2.54, -2.11, 1.22], [-2.82, 1.67, -2.37], [-1.00, -1.65, 3.25], [0.58, -1.08, 0.81], [-0.48, 1.75, 2.36], [0.86, -1.31, -2.60], [-0.54, -2.19, -0.42], [1.12, 2.50, 0.66], [0.81, 0.93, -0.78]],
  "mulliken_charge": [-0.67, -0.40, 0.68, -0.41, -0.39, -1.60, 0.28, 0.33, 0.23, 0.86, 0.60, 0.47, -0.42, -0.34, 0.80, -0.48, -0.29, -0.78, 0.60, 0.03, 0.00, 0.16, 0.56, 0.17, -0.64, -0.29, 0.72, -0.52, -0.15, -0.17, 0.26, 0.24, 0.29, 0.46, -0.30, 0.10, -0.71, -0.27, 0.55, -0.59, -0.04, -0.31, 0.33, 0.27, 0.26, -0.16, 0.31, 0.27, -0.79, -0.13, 0.66, -0.64, -0.17, -0.69, 0.31, 0.31, 0.33, 0.33, 0.35, 0.14, -0.54, -0.38, 0.80, -0.53, -0.30, -0.22, 0.30, 0.16, 0.25, -0.02, 0.42, 0.09, -0.68, -0.28, 0.75, -0.61, -0.28, 0.04, 0.28, 0.24, 0.30, -0.30, 0.15, 0.40, 0.02, -0.04, 0.63, -0.65, -0.33, -0.59, -0.20, -0.12, 0.45, 0.25, 0.27, 0.27, -0.85, -0.23, 0.70, -0.57, -0.13, -0.45, 0.32, 0.33, 0.33, 0.36, 0.13, 0.11, 0.63, 0.28, -0.06, -0.41, 0.30, -0.05, -0.38, -0.22, -0.02, -0.04, -0.09, 0.08],
  "orbital_gap_ev": 10.851,
  "largest_force_ev_per_a": 10.4,
  "e_above_lowest_ev": 16.725,
  "smiles": "COC(=O)OC.COC(=O)OC.COC(=O)OC.COC(=O)OC.COC(=O)OC.COC(=O)OC.COC(=O)OC.COC(=O)OC.COC(=O)OC.COC(=O)OC",
  "total_energy_ev": -93491.12522,
  "lumo_ha": 0.0147,
  "e_homo_ha": -0.3841
}